Here is C9H17N2O2 as an isolated structure in a non-equilibrium geometry from OMol25. Energies are from ωB97M-V/def2-TZVPD.

The expectation value of S² is 2.008. As for the spin multiplicity: 3. Its energy above the lowest of the compared OMol25 structures with the same formula, charge and spin is 44.7 kJ/mol. As for the energy: -612.64704 hartree. The LUMO energy (spin up / spin down) is -2.18 / -7.56 eV. As for the total charge: +1.

Last column: Mulliken spin population.
Atoms and positions in Å:
1 C 0.317 -0.355 -0.611  0.006
2 C 2.313 1.866 0.005  0.077
3 C 3.559 1.094 -0.223  0.087
4 C 1.738 -1.916 0.880  0.004
5 C 2.406 -1.886 -0.440  -0.009
6 C -2.593 -1.094 -0.722  0.001
7 C -2.590 0.197 1.445  0.001
8 C -2.081 1.376 -0.716  -0.001
9 C -1.986 0.067 0.054  -0.002
10 N 2.555 0.634 0.672  1.172
11 N 1.600 -0.782 0.003  0.467
12 O 0.289 -0.164 -1.784  0.066
13 O -0.556 -0.269 0.325  -0.008
14 H 2.281 2.722 0.671  0.031
15 H 1.610 1.920 -0.817  0.024
16 H 3.689 0.636 -1.196  0.021
17 H 4.489 1.350 0.270  0.028
18 H 0.849 -2.513 1.040  0.005
19 H 2.326 -1.740 1.772  0.009
20 H 3.474 -1.716 -0.481  0.011
21 H 2.011 -2.454 -1.274  0.010
22 H -2.138 -1.186 -1.705  0.000
23 H -2.464 -2.026 -0.177  0.000
24 H -3.657 -0.920 -0.853  0.000
25 H -2.085 0.976 2.009  0.000
26 H -2.510 -0.737 1.993  0.000
27 H -3.640 0.460 1.355  0.000
28 H -1.632 1.293 -1.702  0.001
29 H -3.131 1.624 -0.845  0.000
30 H -1.603 2.183 -0.166  0.001